[1]
{"formula": "C7H11N3O3", "method": "ωB97M-V/def2-TZVPD", "smiles": "O=c1cc[nH]c(=O)[nH]1.CNC(C)=O", "homo_energy_ev": -9.4, "orbital_gap_ha": 0.3657, "elements": ["O", "C", "C", "C", "N", "C", "O", "N", "H", "H", "H", "H", "C", "N", "C", "C", "O", "H", "H", "H", "H", "H", "H", "H"], "xyz": [[-4.532, -1.531, 0.149], [-3.732, -0.627, 0.194], [-3.870, 0.523, -0.716], [-2.933, 1.405, -0.732], [-1.903, 1.398, 0.212], [-1.627, 0.358, 1.110], [-0.563, 0.264, 1.774], [-2.719, -0.498, 1.186], [-4.680, 0.493, -1.368], [-2.888, 2.094, -1.563], [-1.177, 2.162, 0.142], [-2.738, -1.173, 1.917], [4.586, -0.008, 0.220], [3.327, -0.567, -0.257], [2.119, -0.107, 0.042], [1.056, -0.925, -0.637], [1.951, 0.901, 0.758], [4.259, 0.851, 0.765], [5.078, -0.674, 0.884], [5.179, 0.289, -0.720], [3.490, -1.271, -0.896], [1.448, -1.719, -1.322], [0.486, -0.217, -1.241], [0.384, -1.420, 0.097]], "atomic_forces_ev_per_a": [[0.58, -0.58, 0.62], [-1.00, 1.16, 0.36], [-0.32, -2.70, 1.31], [2.29, 1.61, 0.21], [1.87, 1.46, -0.60], [1.90, 0.50, 1.28], [-3.83, 0.23, -1.81], [-0.24, -0.09, -1.08], [-1.02, -0.05, -1.11], [0.25, 0.64, 0.47], [-1.04, -1.65, 0.22], [0.29, -0.64, 0.36], [-0.78, 1.12, -2.10], [2.22, 0.60, 1.10], [-0.43, 1.54, 1.06], [-0.92, -0.56, -0.25], [0.07, -1.76, -1.38], [0.36, 0.85, 0.37], [0.71, -0.65, 0.32], [-0.44, -0.41, 1.75], [-0.50, -1.72, -1.36], [-0.14, 0.75, 0.64], [-0.30, -0.18, 0.04], [0.43, 0.52, -0.40]], "lowdin_charge": [0.08, -0.43, -0.01, -0.10, 0.12, -0.46, 0.04, 0.20, 0.10, 0.13, 0.19, 0.15, -0.05, -0.01, -0.54, -0.01, 0.01, 0.07, 0.07, 0.12, 0.09, 0.09, 0.08, 0.09]}

=====

[2]
{"formula": "C3H10N", "method": "ωB97M-V/def2-TZVPD", "total_charge": 1, "homo_energy_ev": [-13.6, -14.6], "orbital_gap_ha": [0.3591, 0.3590], "elements": ["C", "C", "C", "N", "H", "H", "H", "H", "H", "H", "H", "H", "H", "H"], "xyz": [[-1.651, -0.576, -0.259], [1.823, -0.385, 0.111], [-0.557, 0.204, 0.342], [0.671, 0.407, -0.408], [-2.050, -1.219, 0.544], [-2.437, 0.131, -0.746], [-1.272, -1.134, -1.063], [2.102, -0.164, 1.183], [1.649, -1.434, 0.337], [2.760, -0.199, -0.464], [-0.539, 0.316, 1.360], [-1.940, 2.609, 0.977], [0.998, 1.421, -0.565], [0.444, 0.023, -1.349]], "atomic_forces_ev_per_a": [[-1.10, 1.90, 0.31], [2.36, -0.01, 2.22], [-0.68, 0.12, -1.39], [0.50, 0.29, -1.05], [-0.32, 0.29, -0.72], [0.89, -1.26, 1.07], [0.34, -1.27, -1.18], [-0.62, 1.02, -1.08], [-0.69, -0.25, -1.34], [-1.01, -0.30, 0.07], [0.63, 0.59, 2.22], [0.09, -0.08, -0.04], [-0.82, -1.58, 0.51], [0.43, 0.54, 0.40]], "lowdin_charge": [-0.07, -0.02, -0.14, -0.01, 0.11, 0.13, 0.06, 0.12, 0.11, 0.12, 0.08, 0.10, 0.22, 0.18]}

=====

[3]
{"formula": "C8H18N2O4", "method": "ωB97M-V/def2-TZVPD", "smiles": "CC[C@H](C)[C@H](N)C(=O)O.NCC(=O)O", "homo_energy_ev": -9.5, "orbital_gap_ha": 0.3639, "elements": ["C", "C", "C", "C", "C", "N", "C", "O", "O", "H", "H", "H", "H", "H", "H", "H", "H", "H", "H", "H", "H", "H", "N", "C", "C", "O", "O", "H", "H", "H", "H", "H"], "xyz": [[-0.254, 0.646, 0.299], [0.696, 0.358, -0.848], [1.939, -0.536, -0.654], [1.598, -1.588, 0.464], [3.240, 0.235, -0.599], [4.374, -0.654, -0.725], [3.108, 1.082, 0.712], [3.040, 0.631, 1.865], [2.939, 2.404, 0.415], [-0.699, -0.311, 0.770], [0.045, 1.322, 1.114], [-1.031, 1.125, -0.181], [0.079, -0.249, -1.549], [0.927, 1.314, -1.343], [2.044, -1.144, -1.607], [1.929, -1.178, 1.287], [0.724, -1.676, 0.465], [2.048, -2.476, 0.389], [3.291, 0.938, -1.498], [4.412, -1.277, 0.011], [5.209, -0.125, -0.700], [2.892, 2.551, -0.512], [-4.290, -1.368, 0.561], [-4.785, 0.049, 0.646], [-3.912, 0.982, -0.204], [-4.039, 2.184, -0.257], [-2.858, 0.478, -0.848], [-4.521, -1.875, 1.370], [-4.828, -1.861, -0.254], [-5.769, 0.093, 0.313], [-4.737, 0.433, 1.638], [-2.811, -0.509, -0.540]], "atomic_forces_ev_per_a": [[0.57, -1.56, 1.88], [-0.19, -0.77, -0.52], [-0.78, -1.83, -1.74], [10.72, 3.70, -3.96], [-0.13, 0.53, 0.43], [-0.80, 1.27, -1.47], [0.00, -0.69, 1.10], [0.54, 1.69, -3.20], [-0.03, -0.45, 2.54], [0.77, 1.52, -0.67], [0.52, -0.40, -0.24], [-1.71, 1.03, -0.57], [0.24, 0.72, 0.14], [0.08, -0.32, -0.06], [-0.09, 0.76, 0.84], [1.23, 1.93, 4.69], [-13.20, -1.56, 0.17], [1.91, -3.43, -0.83], [-0.20, -0.79, 1.11], [-0.02, -1.70, 1.93], [1.08, 0.51, -0.06], [0.07, -0.02, -1.24], [-1.12, 0.46, -3.26], [2.10, -1.29, -0.84], [0.74, 1.78, -0.06], [-1.02, -0.62, 0.38], [-0.68, -3.47, 0.66], [-0.23, -0.67, 1.25], [1.36, 1.17, 2.05], [-1.77, 0.50, -0.57], [0.09, 0.12, 0.85], [-0.03, 1.91, -0.72]], "lowdin_charge": [-0.10, -0.20, -0.28, 0.01, -0.31, 0.09, -0.41, 0.08, 0.11, 0.11, 0.09, 0.02, 0.12, 0.11, 0.15, 0.03, -0.05, 0.06, 0.16, 0.05, 0.07, 0.08, -0.01, -0.13, -0.53, 0.09, 0.04, 0.04, 0.13, 0.10, 0.12, 0.13]}

=====

[4]
{"formula": "C32H48BF7IrN6O5P2S3", "method": "ωB97M-V/def2-TZVPD", "homo_energy_ev": [-8.5, -8.5], "orbital_gap_ha": [0.3141, 0.2190], "multiplicity": 2, "elements": ["Ir", "F", "C", "F", "F", "C", "C", "C", "C", "N", "C", "S", "H", "H", "H", "F", "B", "F", "F", "F", "C", "C", "C", "O", "P", "S", "S", "O", "C", "C", "C", "H", "H", "H", "H", "H", "H", "H", "H", "H", "H", "H", "H", "H", "H", "O", "P", "N", "C", "C", "C", "C", "N", "C", "C", "C", "C", "N", "C", "C", "C", "C", "H", "H", "H", "H", "H", "H", "H", "H", "H", "H", "H", "H", "H", "H", "H", "H", "H", "H", "H", "H", "H", "H", "H", "H", "O", "C", "N", "C", "O", "C", "C", "C", "C", "C", "C", "H", "H", "H", "H", "N", "H", "H", "H"], "xyz": [[0.803, 0.634, -0.332], [6.525, 3.318, -2.161], [5.186, 3.237, -2.199], [4.705, 4.440, -1.852], [4.838, 3.029, -3.482], [4.677, 2.144, -1.303], [5.534, 1.434, -0.487], [5.028, 0.447, 0.343], [3.676, 0.190, 0.323], [2.845, 0.868, -0.477], [3.313, 1.851, -1.261], [2.063, 2.671, -2.106], [6.591, 1.661, -0.497], [5.665, -0.121, 1.003], [3.236, -0.572, 0.947], [2.594, -1.524, 2.538], [1.484, -0.790, 2.916], [1.098, 0.075, 1.711], [1.737, 0.098, 3.923], [0.387, -1.596, 3.147], [4.630, -3.055, -0.933], [4.125, -2.838, -2.346], [4.198, -1.398, -2.811], [2.791, -3.403, -2.444], [1.361, -2.708, -2.400], [0.919, -1.748, -4.039], [1.128, -1.741, -0.590], [0.443, -3.992, -2.270], [0.697, -5.255, -1.586], [1.356, -5.106, -0.227], [1.463, -6.181, -2.511], [5.652, -2.682, -0.844], [4.632, -4.117, -0.688], [3.998, -2.537, -0.211], [4.704, -3.458, -3.033], [3.575, -0.754, -2.191], [3.870, -1.299, -3.844], [5.231, -1.055, -2.733], [-0.313, -5.643, -1.450], [2.371, -4.721, -0.318], [1.407, -6.091, 0.240], [0.800, -4.445, 0.432], [2.498, -5.859, -2.613], [1.001, -6.199, -3.497], [1.450, -7.194, -2.103], [-1.157, 0.110, 0.035], [-2.616, 0.104, 0.421], [-3.148, -1.438, 0.625], [-2.942, -2.409, -0.469], [-2.594, -3.712, 0.241], [-3.260, -3.567, 1.606], [-3.010, -2.103, 1.938], [-2.841, 0.884, 1.830], [-1.793, 1.045, 2.858], [-2.515, 1.803, 3.966], [-3.499, 2.681, 3.197], [-3.996, 1.758, 2.086], [-3.603, 0.646, -0.771], [-3.326, 1.646, -1.802], [-4.088, 1.085, -2.994], [-5.390, 0.586, -2.356], [-5.014, 0.241, -0.899], [-2.136, -2.095, -1.137], [-3.858, -2.509, -1.060], [-1.516, -3.776, 0.359], [-2.934, -4.584, -0.317], [-2.843, -4.232, 2.362], [-4.333, -3.761, 1.530], [-2.003, -1.978, 2.348], [-3.729, -1.695, 2.648], [-0.953, 1.624, 2.467], [-1.404, 0.084, 3.184], [-1.821, 2.371, 4.583], [-3.053, 1.104, 4.611], [-2.969, 3.527, 2.754], [-4.314, 3.065, 3.810], [-4.270, 2.311, 1.186], [-4.862, 1.173, 2.414], [-2.260, 1.768, -1.950], [-3.718, 2.625, -1.511], [-3.530, 0.252, -3.428], [-4.258, 1.827, -3.774], [-5.806, -0.273, -2.879], [-6.142, 1.375, -2.372], [-5.121, -0.816, -0.671], [-5.645, 0.797, -0.198], [-1.693, 2.971, 0.088], [-0.648, 3.226, 0.650], [0.528, 2.512, 0.567], [1.525, 3.176, 1.288], [2.685, 2.853, 1.389], [0.900, 4.374, 1.930], [1.441, 5.339, 2.752], [0.589, 6.354, 3.179], [-0.746, 6.390, 2.781], [-1.275, 5.410, 1.946], [-0.421, 4.405, 1.542], [2.480, 5.300, 3.050], [0.968, 7.133, 3.828], [-1.378, 7.198, 3.127], [-2.307, 5.434, 1.622], [0.037, 0.624, -2.231], [-0.879, 0.193, -2.110], [0.566, 0.018, -2.880], [-0.075, 1.531, -2.669]], "atomic_forces_ev_per_a": [[-0.06, -1.44, 0.81], [-0.01, 0.00, 0.00], [0.03, 0.01, 0.02], [0.00, 0.00, 0.00], [-0.01, 0.00, 0.00], [-0.04, 0.03, -0.03], [0.02, 0.00, 0.01], [0.00, -0.02, 0.00], [-0.01, -0.07, -0.05], [-0.18, 0.30, -0.16], [0.03, -0.20, 0.15], [0.08, 0.37, -0.14], [0.00, 0.00, -0.01], [0.00, 0.00, 0.01], [0.01, 0.02, 0.00], [0.01, 0.01, 0.00], [-0.15, -0.19, 0.09], [0.20, 0.45, -0.08], [-0.03, 0.02, -0.02], [-0.02, 0.07, -0.04], [-0.01, 0.02, 0.02], [-0.04, 0.00, -0.04], [0.02, 0.01, -0.02], [0.10, 0.00, 0.06], [-0.07, 0.10, 0.05], [0.00, -0.04, -0.04], [0.02, -0.01, -0.10], [-0.04, -0.03, 0.04], [0.03, 0.02, -0.03], [0.04, -0.02, -0.06], [0.00, -0.02, -0.01], [0.00, 0.01, 0.00], [0.01, 0.00, 0.00], [0.01, 0.00, -0.01], [0.00, 0.00, 0.00], [0.00, -0.02, -0.02], [0.01, 0.00, 0.00], [0.00, 0.00, 0.00], [-0.03, -0.01, 0.01], [-0.02, -0.02, 0.01], [-0.01, 0.00, -0.01], [-0.08, 0.06, 0.03], [-0.01, 0.00, 0.00], [-0.01, -0.01, 0.00], [0.00, 0.00, 0.00], [-0.13, 0.20, -0.21], [0.19, -0.08, 0.02], [0.09, 0.04, 0.14], [0.00, 0.04, -0.06], [-0.12, -0.09, -0.04], [0.00, -0.02, 0.03], [0.02, 0.01, 0.03], [-0.15, 0.08, 0.01], [-0.02, 0.01, -0.03], [0.00, 0.01, 0.00], [0.01, 0.00, -0.03], [0.03, 0.01, 0.00], [-0.03, -0.06, 0.00], [-0.03, -0.03, 0.05], [0.01, 0.01, -0.01], [0.00, 0.01, 0.00], [0.00, 0.00, 0.00], [0.00, 0.00, -0.01], [0.00, 0.01, 0.00], [0.20, -0.02, 0.03], [0.03, -0.01, 0.00], [-0.01, 0.00, -0.01], [0.00, 0.01, 0.00], [0.01, -0.02, 0.00], [0.00, 0.01, -0.01], [-0.04, -0.05, 0.04], [0.05, -0.06, 0.02], [0.00, 0.00, 0.01], [0.00, 0.00, 0.00], [-0.05, -0.07, 0.05], [0.00, 0.00, 0.01], [0.01, -0.01, 0.00], [0.00, 0.00, 0.01], [0.02, 0.02, 0.00], [0.02, 0.01, 0.01], [0.00, 0.01, 0.00], [0.01, 0.00, 0.00], [0.00, 0.00, 0.00], [0.00, 0.00, 0.00], [-0.01, 0.02, 0.00], [0.01, 0.00, 0.01], [-0.10, -0.01, -0.12], [0.08, 0.11, -0.09], [0.04, 0.10, -0.32], [-0.01, -0.11, 0.15], [0.00, 0.00, -0.05], [0.02, 0.01, -0.01], [-0.01, -0.01, 0.02], [0.00, 0.00, 0.00], [0.00, 0.00, 0.00], [0.03, 0.03, 0.00], [0.01, 0.01, -0.03], [0.00, 0.00, 0.00], [0.00, 0.00, 0.00], [0.00, 0.00, 0.00], [0.01, 0.02, -0.01], [0.12, 0.50, -0.02], [0.04, -0.05, -0.01], [-0.01, -0.01, 0.01], [-0.10, -0.02, 0.00]], "mulliken_spin": [0.21, 0.00, 0.05, 0.00, 0.00, -0.09, 0.00, 0.00, 0.00, -0.02, 0.03, 0.79, 0.00, 0.00, 0.00, 0.00, -0.01, 0.00, 0.00, 0.00, 0.00, 0.00, 0.00, 0.00, 0.00, 0.00, -0.01, 0.00, 0.00, 0.00, 0.00, 0.00, 0.00, 0.00, 0.00, -0.01, 0.00, 0.00, 0.00, 0.00, 0.00, 0.00, 0.00, 0.00, 0.00, 0.02, -0.01, 0.00, 0.00, 0.00, 0.00, 0.00, 0.00, 0.00, 0.00, 0.00, 0.00, 0.00, 0.00, 0.00, 0.00, 0.00, 0.00, 0.00, 0.00, 0.00, 0.00, 0.00, 0.00, 0.00, 0.00, 0.00, 0.00, 0.00, 0.00, 0.00, 0.00, 0.00, 0.00, 0.00, 0.00, 0.00, 0.00, 0.00, 0.00, 0.00, 0.00, 0.01, 0.01, 0.00, 0.00, 0.00, 0.00, 0.00, 0.00, 0.00, -0.01, 0.00, 0.00, 0.00, 0.00, 0.02, -0.01, 0.00, -0.01]}

=====

Result set for max |F|: 4.242, 3.236, 13.293, 1.660 eV/A, one per record in the order listed.
Result set for ΔE to the lowest compared entry with this formula, charge and spin: 7.0, 130.5, 82.2, 24.8 kcal per mole, one per record in the order listed.